No. 1
12 unconnected molecules or ions with the total composition C42H68O32, computed with ωB97M-V/def2-TZVPD.

Structure (XYZ):
```
142
Properties=species:S:1:pos:R:3:forces:R:3
C -4.190 -1.307 0.571 0.497 -0.569 -1.002
C -3.460 -1.080 1.863 -0.694 0.473 0.129
C -4.329 -0.349 2.887 -0.777 -0.401 0.030
O -4.137 -1.075 4.118 0.686 0.303 -0.126
C -3.505 -2.229 3.843 -0.405 -0.150 -0.191
O -3.304 -3.094 4.641 0.311 0.008 0.118
O -3.200 -2.329 2.533 0.283 0.123 0.111
H -3.569 -1.886 -0.124 0.016 -0.014 0.218
H -4.372 -0.383 0.020 -0.131 0.205 0.404
H -5.113 -1.873 0.692 -0.085 0.152 0.237
H -2.523 -0.545 1.698 0.120 -0.181 0.083
H -5.395 -0.468 2.675 0.069 0.085 -0.314
H -4.123 0.712 2.969 0.276 -0.082 0.307
C 3.316 -1.318 5.747 -0.593 1.134 -0.522
C 3.768 -2.345 4.750 0.323 0.549 0.325
C 3.541 -1.985 3.282 -0.959 -0.983 0.608
O 4.726 -2.480 2.663 0.128 0.572 -0.246
C 5.720 -2.541 3.584 -0.264 0.055 -0.009
O 6.867 -2.695 3.326 0.144 -0.092 0.000
O 5.209 -2.403 4.825 0.022 -0.321 -0.104
H 3.695 -0.328 5.467 0.404 -0.204 0.020
H 3.633 -1.512 6.766 -0.155 -0.256 0.044
H 2.237 -1.147 5.654 -0.045 -0.496 0.339
H 3.348 -3.325 4.991 0.210 -0.122 -0.071
H 3.316 -0.927 3.141 0.645 0.118 -0.216
H 2.686 -2.534 2.894 0.062 0.059 -0.207
C -0.756 -5.969 0.745 -0.296 -0.052 -0.010
C -1.695 -4.822 0.441 1.201 -0.074 -1.242
C -1.028 -3.744 -0.411 0.161 1.486 1.238
O -2.069 -3.336 -1.298 0.391 -0.310 -0.693
C -2.904 -4.387 -1.467 0.009 -0.039 0.530
O -3.723 -4.472 -2.321 -0.189 0.028 -0.209
O -2.695 -5.299 -0.497 -0.309 0.020 0.205
H -1.286 -6.656 1.402 0.402 -0.204 0.092
H 0.181 -5.619 1.169 -0.204 0.091 0.411
H -0.471 -6.478 -0.177 -0.305 -0.028 -0.088
H -2.156 -4.372 1.317 -0.234 -0.201 0.018
H -0.078 -3.995 -0.890 -0.414 -0.553 -0.535
H -0.769 -2.855 0.172 -0.177 -0.239 0.200
C 3.972 -2.615 -6.336 0.180 0.590 -0.344
C 2.813 -3.061 -5.493 -0.114 -0.495 0.382
C 3.159 -3.909 -4.260 -0.123 0.327 0.231
O 2.235 -3.416 -3.272 0.073 -0.163 0.223
C 1.733 -2.233 -3.656 -0.308 -0.468 -0.389
O 0.973 -1.576 -3.018 0.162 0.233 0.200
O 2.153 -1.929 -4.899 0.115 0.494 0.055
H 4.509 -1.788 -5.865 -0.039 -0.151 0.261
H 3.626 -2.213 -7.289 -0.024 -0.177 -0.035
H 4.696 -3.405 -6.526 -0.164 -0.171 -0.001
H 2.036 -3.574 -6.063 0.171 -0.027 -0.197
H 4.170 -3.751 -3.881 0.040 0.079 -0.128
H 2.977 -4.973 -4.376 0.007 0.001 -0.151
C 2.770 2.831 1.774 -0.043 -0.543 -0.752
C 3.211 3.825 0.742 0.535 0.551 -0.435
C 2.119 4.495 -0.097 0.709 0.369 -0.262
O 2.667 5.811 -0.305 -0.054 0.130 -0.241
C 3.567 6.087 0.660 -0.166 -0.429 0.579
O 3.958 7.167 0.960 0.155 0.113 -0.317
O 3.924 4.946 1.301 -0.324 0.247 0.387
H 2.191 3.302 2.564 -0.035 -0.095 0.077
H 3.588 2.225 2.159 0.160 0.370 0.274
H 2.173 2.104 1.208 -0.324 0.096 0.275
H 3.927 3.416 0.026 -0.196 -0.519 0.115
H 1.138 4.669 0.340 -0.025 -0.527 0.217
H 2.072 3.979 -1.053 -0.437 0.132 -0.060
C -3.402 -0.503 -2.891 -0.626 -0.342 -0.779
C -3.442 0.428 -4.086 0.425 0.097 0.098
C -3.249 1.913 -3.794 0.598 -0.029 1.128
O -2.333 2.382 -4.789 -0.263 -0.236 -0.285
C -1.805 1.319 -5.436 -1.605 0.211 -1.091
O -1.112 1.406 -6.403 0.693 -0.043 0.500
O -2.373 0.170 -5.019 0.413 -0.143 0.345
H -2.570 -0.409 -2.200 0.057 0.332 -0.076
H -3.421 -1.518 -3.294 0.110 -0.073 0.211
H -4.367 -0.363 -2.398 0.211 -0.009 0.377
H -4.377 0.224 -4.613 0.047 0.137 -0.158
H -2.735 2.073 -2.845 -0.241 -0.163 0.127
H -4.186 2.465 -3.747 0.109 0.216 -0.492
C -3.740 6.824 -1.135 -0.582 0.053 -0.246
C -3.333 6.233 -2.469 0.892 0.898 0.068
C -2.247 7.020 -3.226 -0.073 1.166 0.076
O -1.238 6.076 -3.538 -0.220 -0.430 -0.494
C -1.523 4.891 -2.950 0.342 0.778 0.923
O -0.798 3.957 -2.904 0.100 -0.287 -0.304
O -2.675 4.988 -2.246 -0.613 -0.600 -0.308
H -4.664 6.331 -0.828 0.184 -0.044 0.366
H -3.980 7.885 -1.224 0.066 -0.002 -0.166
H -2.959 6.720 -0.385 0.047 -0.142 -0.025
H -4.203 6.141 -3.119 -0.009 -0.495 0.057
H -1.777 7.844 -2.676 -0.084 -0.357 0.482
H -2.644 7.536 -4.104 0.094 -0.590 -0.310
C 0.017 -6.211 5.799 0.488 -0.230 -0.224
C -0.583 -5.004 5.116 -0.638 0.225 1.950
C -0.076 -3.671 5.677 0.328 0.963 -0.388
O 0.407 -2.969 4.507 -0.045 -0.201 0.045
C 0.155 -3.697 3.414 0.143 -0.065 -0.034
O 0.372 -3.335 2.296 -0.030 -0.102 0.005
O -0.328 -4.916 3.726 -0.116 -0.063 -0.073
H -0.088 -6.162 6.884 -0.193 0.342 -0.033
H 1.092 -6.270 5.607 -0.069 -0.200 -0.148
H -0.494 -7.127 5.504 0.212 -0.029 -0.237
H -1.652 -5.020 5.341 -0.130 -0.041 -0.752
H 0.747 -3.709 6.393 0.033 -0.342 -0.084
H -0.854 -3.029 6.087 -0.172 -0.309 0.089
C -0.011 1.092 -1.363 -0.179 0.622 -0.178
C -0.019 -0.072 -0.424 1.195 -0.768 -0.098
C 1.335 -0.760 -0.084 -0.179 1.354 -0.751
O 1.286 -0.867 1.337 0.611 -0.318 0.621
C 0.310 -0.133 1.858 -0.229 -0.111 -0.989
O 0.032 -0.016 3.013 0.187 0.129 0.270
O -0.360 0.489 0.861 -0.864 -0.453 0.382
H -1.021 1.487 -1.460 -0.086 -0.200 -0.192
H 0.398 0.920 -2.355 0.083 -0.309 0.098
H 0.518 1.917 -0.881 0.326 -0.110 -0.159
H -0.667 -0.899 -0.730 -0.689 0.480 0.230
H 2.145 -0.098 -0.400 0.209 -0.113 0.262
H 1.485 -1.727 -0.549 -0.228 -0.154 0.214
C -2.345 2.674 3.827 -0.247 0.642 0.704
C -2.412 3.421 2.520 -0.376 -1.233 -1.046
C -1.157 3.313 1.646 0.129 0.951 0.495
O -1.623 3.057 0.329 -0.443 0.048 0.109
C -2.854 2.510 0.421 0.863 -0.612 0.216
O -3.368 1.887 -0.456 -0.432 0.273 -0.089
O -3.332 2.640 1.666 -0.358 0.380 0.112
H -3.350 2.385 4.137 -0.016 -0.105 -0.175
H -2.030 3.338 4.637 0.378 -0.063 -0.125
H -1.703 1.796 3.778 0.008 -0.017 -0.048
H -2.835 4.420 2.595 0.086 0.062 0.060
H -0.558 2.485 2.016 0.220 0.008 -0.242
H -0.594 4.242 1.585 0.132 -0.082 0.280
C 5.025 1.244 -1.451 -0.891 -0.207 1.319
O 3.628 1.136 -1.731 0.365 -0.076 -0.248
H 5.652 0.716 -2.165 0.094 0.216 -0.145
H 5.305 2.285 -1.271 0.266 0.048 -0.602
H 5.128 0.774 -0.467 0.361 -0.174 -0.154
H 3.512 1.105 -2.692 -0.242 0.440 -0.078
C 2.033 1.842 -5.321 0.022 0.094 0.556
O 3.027 1.194 -4.504 -0.037 -0.207 0.122
H 2.399 1.899 -6.344 -0.222 0.006 -0.106
H 1.083 1.320 -5.244 0.026 -0.132 -0.327
H 1.853 2.839 -4.921 0.215 0.061 -0.077
H 2.773 0.268 -4.449 0.003 -0.080 -0.209
```
Forces are in eV/Å.

Summary:
Spin multiplicity: 1
HOMO energy in hartree: -0.37740
Gap between HOMO and LUMO in eV: 10.501
Structure (SMILES): C[C@H]1COC(=O)O1.C[C@H]1COC(=O)O1.C[C@H]1COC(=O)O1.C[C@H]1COC(=O)O1.C[C@H]1COC(=O)O1.C[C@H]1COC(=O)O1.C[C@H]1COC(=O)O1.C[C@H]1COC(=O)O1.C[C@H]1COC(=O)O1.C[C@H]1COC(=O)O1.CO.CO
Strongest force on any atom in eV Å⁻¹: 2.06



No. 2
A gas-phase ion, C8H18BBrNO3 (charge +1), computed with ωB97M-V/def2-TZVPD.

Structure (XYZ):
```
32
Properties=species:S:1:pos:R:3:forces:R:3
C 2.541 1.748 -0.147 0.162 -0.558 -0.598
C 2.221 0.328 0.346 0.116 0.829 0.209
C 1.181 0.184 1.480 0.296 -0.080 -0.215
Br 0.823 1.857 2.424 -0.055 -0.110 -0.094
C -0.119 -0.562 1.153 0.123 0.029 0.274
O 0.188 -1.951 1.346 -0.101 0.088 -0.310
C -0.251 -2.819 0.329 0.503 -0.018 0.314
C 0.321 -2.391 -0.992 -0.809 -0.527 -0.366
N -0.285 -1.058 -1.364 0.308 -0.290 0.114
C -0.837 -0.277 -0.180 0.398 0.064 -0.241
B -1.001 1.254 -0.594 0.220 0.897 0.858
O -0.486 1.692 -1.773 -0.383 -0.754 -0.765
O -1.643 2.123 0.229 -0.975 -0.308 -0.526
C -3.019 1.798 0.535 0.456 -0.217 0.172
H 3.314 2.205 0.453 -0.122 0.286 0.339
H 2.963 1.658 -1.146 0.087 0.050 -0.139
H 1.673 2.385 -0.237 -0.140 0.212 0.162
H 3.155 -0.078 0.714 0.137 -0.272 0.008
H 1.969 -0.266 -0.527 -0.265 -0.296 -0.002
H 1.643 -0.416 2.248 -0.082 -0.160 0.258
H -0.836 -0.299 1.928 -0.186 0.178 0.033
H 0.150 -3.800 0.561 0.010 -0.161 0.127
H -1.338 -2.914 0.298 -0.175 0.044 -0.058
H 1.400 -2.349 -0.990 0.207 0.322 0.184
H 0.017 -3.107 -1.748 0.050 -0.029 -0.262
H -1.069 -1.242 -1.987 0.061 0.126 -0.107
H 0.382 -0.503 -1.904 -0.103 0.226 0.087
H -1.852 -0.647 -0.070 -0.176 -0.183 0.056
H -1.103 2.301 -2.215 0.662 0.321 0.281
H -3.072 0.955 1.221 -0.018 -0.017 0.218
H -3.551 1.527 -0.376 -0.165 0.132 -0.084
H -3.480 2.663 0.987 -0.042 0.176 0.072
```
Forces are in eV/Å.

Summary:
Spin multiplicity: 1
HOMO energy in hartree: -0.47412
Gap between HOMO and LUMO in eV: 9.536
Structure (SMILES): CC[C@@H](Br)[C@@H]1OCC[NH2+][C@@H]1B(O)OC
Net charge: +1
Strongest force on any atom in eV Å⁻¹: 1.26



No. 3
A molecular structure, C25H34N4O7PdSi2Te, computed with ωB97M-V/def2-TZVPD.

Structure (XYZ):
```
74
Properties=species:S:1:pos:R:3:forces:R:3
Pd -0.186 1.281 -1.186 -0.526 -0.090 0.176
O 0.142 -1.775 0.494 -0.169 0.097 0.184
C 1.127 -0.994 0.536 0.034 -0.340 0.006
O 1.610 -0.379 -0.437 -0.111 0.398 -0.146
C 1.867 -0.893 1.867 0.040 -0.003 -0.027
C 1.953 -2.020 2.623 -0.027 -0.049 0.063
C 2.708 -2.060 3.821 -0.058 0.082 -0.111
C 3.394 -0.939 4.245 0.032 -0.049 0.059
C 3.341 0.215 3.498 -0.225 -0.016 -0.130
C 2.518 0.358 2.286 0.079 0.012 0.048
O 2.350 1.432 1.707 0.022 0.016 -0.017
N 4.131 1.321 3.986 0.339 -0.151 0.030
O 4.509 2.173 3.203 -0.067 0.085 -0.013
O 4.459 1.324 5.176 -0.132 0.091 -0.024
N 2.796 -3.262 4.579 0.084 -0.094 0.078
O 2.202 -4.260 4.180 -0.013 0.031 0.005
O 3.471 -3.273 5.612 -0.049 0.013 -0.052
H 1.429 -2.906 2.291 0.010 0.001 0.005
H 3.985 -0.968 5.147 -0.012 0.000 -0.010
N 1.728 1.977 -2.942 0.086 0.051 -0.196
C 2.609 1.276 -2.703 0.004 0.026 -0.035
C 3.755 0.456 -2.427 0.131 -0.027 0.152
C 4.433 -0.169 -3.472 -0.046 0.032 0.011
C 5.554 -0.936 -3.200 0.025 -0.018 0.020
C 5.997 -1.073 -1.890 -0.026 0.008 -0.050
C 5.320 -0.446 -0.853 -0.030 0.032 0.040
C 4.194 0.321 -1.110 0.006 0.006 -0.034
H 4.071 -0.054 -4.485 0.006 -0.009 -0.004
H 6.078 -1.432 -4.007 -0.004 0.001 -0.006
H 6.870 -1.678 -1.676 0.001 -0.006 -0.002
H 5.656 -0.566 0.169 -0.011 0.011 0.006
H 3.618 0.774 -0.314 0.059 0.026 0.021
C 0.992 4.505 1.404 0.089 -0.067 0.002
C 1.204 3.856 0.036 -0.099 0.029 0.108
C -0.031 3.188 -0.452 0.172 -0.114 -0.068
N -1.199 3.232 -0.686 0.169 -0.096 -0.012
H 1.889 5.053 1.702 -0.021 -0.006 -0.005
H 0.821 3.728 2.150 -0.026 0.033 -0.031
H 0.142 5.187 1.393 -0.017 0.013 -0.006
H 1.999 3.118 0.110 0.013 -0.020 -0.015
H 1.483 4.596 -0.718 0.012 0.008 -0.007
C -5.370 1.199 -4.236 -0.018 -0.003 0.008
Si -3.875 1.209 -3.064 -0.016 -0.047 0.015
C -4.366 2.120 -1.505 0.029 0.017 0.001
C -2.488 2.084 -3.958 -0.034 0.011 -0.033
C -3.465 -0.572 -2.666 -0.056 0.045 -0.035
Te -1.626 -0.976 -1.564 0.181 0.018 0.006
C -2.611 -0.786 0.328 0.101 -0.066 0.106
Si -2.976 -2.383 1.250 -0.084 0.093 -0.060
C -4.860 -2.591 1.335 0.013 0.008 0.011
C -2.287 -3.926 0.448 -0.028 -0.014 0.064
C -2.312 -2.239 2.996 0.036 0.012 0.002
H -5.661 2.217 -4.511 0.010 -0.031 0.009
H -6.235 0.714 -3.774 0.019 0.007 -0.010
H -5.134 0.656 -5.157 -0.015 0.018 0.027
H -4.888 3.053 -1.740 0.027 -0.010 -0.009
H -3.471 2.373 -0.931 -0.014 -0.025 0.019
H -5.030 1.508 -0.888 -0.001 0.019 -0.009
H -2.783 3.111 -4.196 0.021 -0.019 0.000
H -2.236 1.576 -4.894 -0.001 0.002 0.008
H -1.593 2.122 -3.331 -0.006 0.005 -0.001
H -3.415 -1.174 -3.580 0.058 0.040 -0.007
H -4.266 -1.010 -2.061 0.003 -0.006 -0.020
H -3.488 -0.160 0.157 -0.052 -0.048 -0.013
H -1.904 -0.197 0.913 -0.018 -0.005 -0.013
H -5.279 -2.726 0.333 0.009 0.005 0.017
H -5.336 -1.711 1.779 0.018 -0.022 0.000
H -5.134 -3.464 1.936 -0.002 0.020 -0.028
H -2.744 -4.123 -0.524 0.012 0.023 0.002
H -2.464 -4.790 1.098 0.019 0.027 -0.030
H -1.213 -3.796 0.307 0.036 -0.018 -0.018
H -2.638 -1.308 3.469 0.003 -0.022 -0.020
H -1.220 -2.224 2.942 -0.009 0.020 0.024
H -2.622 -3.072 3.632 0.014 -0.009 -0.026
```
Forces are in eV/Å.

Summary:
Spin multiplicity: 1
HOMO energy in hartree: -0.06515
Gap between HOMO and LUMO in eV: 5.817
Net charge: -2
ΔE to the lowest compared entry with this formula, charge and spin in kcal/mol: 0.0
Strongest force on any atom in eV Å⁻¹: 0.56



No. 4
2 unconnected molecules or ions with the total composition C4H12NO2, computed with ωB97M-V/def2-TZVPD.

Structure (XYZ):
```
19
Properties=species:S:1:pos:R:3:forces:R:3
C -0.130 0.651 -2.148 -0.319 -0.085 0.486
C -0.605 -0.052 -0.859 0.106 -1.719 -0.949
C -0.564 0.894 0.326 -0.932 -0.516 0.026
C 0.912 1.054 0.879 0.271 0.557 -1.837
O 1.763 0.002 0.581 -0.923 0.083 0.954
N -1.891 -0.864 -1.067 0.540 1.253 -0.579
H 0.772 1.214 -1.911 -0.193 0.468 0.115
H 0.220 -0.025 -2.935 -0.524 -0.227 -0.005
H -0.967 1.283 -2.496 0.546 0.092 -0.199
H 0.101 -0.868 -0.731 0.462 0.378 0.719
H -1.095 1.826 0.032 0.683 0.040 0.110
H -1.201 0.509 1.136 0.263 -0.325 -0.243
H 1.349 1.955 0.366 -0.402 0.016 0.670
H 0.723 1.250 1.945 0.567 0.123 0.166
H -2.365 -0.368 -1.820 -0.534 0.091 0.201
H -1.617 -1.715 -1.558 0.125 0.017 0.337
H 1.149 -0.839 1.598 0.014 0.352 0.760
H 0.622 -2.154 1.742 -0.491 -0.375 0.676
O 0.592 -1.399 2.351 0.742 -0.221 -1.408
```
Forces are in eV/Å.

Summary:
Spin multiplicity: 1
HOMO energy in hartree: -0.12734
Gap between HOMO and LUMO in eV: 7.475
Net charge: -1
ΔE to the lowest compared entry with this formula, charge and spin in kcal/mol: 19.0
Strongest force on any atom in eV Å⁻¹: 1.97



No. 5
A gas-phase ion, C2H3N2O2 (charge -1), computed with ωB97M-V/def2-TZVPD.

Structure (XYZ):
```
9
Properties=species:S:1:pos:R:3:forces:R:3
O -3.634 -0.044 0.083 0.303 0.333 -0.351
N -2.475 -0.400 0.369 -0.831 -0.523 0.479
N -1.504 0.146 -0.255 0.463 2.448 -1.638
C -0.177 -0.097 0.017 5.286 -3.519 0.215
C 0.577 -1.614 -0.100 -2.828 4.116 0.545
O 0.075 -2.712 -0.370 0.834 1.311 0.319
H -1.586 1.031 -0.859 -1.186 -1.643 0.900
H 0.542 0.842 -0.032 -1.564 -2.146 0.080
H 1.619 -1.458 0.319 -0.477 -0.377 -0.549
```
Forces are in eV/Å.

Summary:
Spin multiplicity: 1
HOMO energy in hartree: -0.07987
Gap between HOMO and LUMO in eV: 6.758
Structure (SMILES): O=NN/C=C\[O-]
Net charge: -1
ΔE to the lowest compared entry with this formula, charge and spin in kcal/mol: 78.7
Strongest force on any atom in eV Å⁻¹: 6.35



No. 6
2 unconnected molecules or ions with the total composition CH6NO, computed with ωB97M-V/def2-TZVPD.

Structure (XYZ):
```
9
Properties=species:S:1:pos:R:3:forces:R:3
C 1.275 0.559 0.352 3.278 -1.752 1.357
N 0.335 1.085 -0.238 -3.661 -2.618 -1.879
O -1.221 -1.206 0.023 -0.473 -0.123 -0.203
H 2.146 1.118 0.667 0.111 -0.005 0.103
H 1.233 -0.566 0.448 0.116 1.460 0.476
H -0.355 0.260 -0.425 -0.235 2.105 0.016
H 0.199 1.988 -0.645 0.153 0.891 0.281
H -0.984 -1.688 -0.780 -0.333 -0.366 0.115
H -2.144 -1.481 0.248 1.044 0.407 -0.265
```
Forces are in eV/Å.

Summary:
Spin multiplicity: 1
HOMO energy in hartree: -0.62407
Gap between HOMO and LUMO in eV: 11.931
Net charge: +1
ΔE to the lowest compared entry with this formula, charge and spin in kcal/mol: 14.9
Strongest force on any atom in eV Å⁻¹: 4.88